# BF4H12O6

A cluster of 7 separate species, BF4H12O6 in total in a non-equilibrium geometry (ωB97M-V/def2-TZVPD, OMol25).

The net charge is -1. The LUMO energy comes out at 3.12 eV. Its total energy is -883.2885 Ha. For the energy above the lowest of the compared OMol25 structures with the same formula, charge and spin, the calculation gives 10.4 kcal/mol. The gap between HOMO and LUMO is 10.8494 eV.

Cartesian coordinates (Å):
B1 -0.2492 0.4669 0.1545
F1 0.0277 1.5142 0.9822
F2 -0.1921 1.0373 -1.1061
F3 0.6011 -0.6673 0.1922
F4 -1.5113 -0.0320 0.4540
O1 -1.2471 -2.6719 2.2916
H1 -1.2158 -1.8701 1.7696
H2 -1.3172 -2.3668 3.1962
O2 1.8274 -1.9630 -2.1009
H3 2.0711 -2.8484 -1.8307
H4 1.2583 -1.6462 -1.3995
O3 2.0429 2.4664 -0.3876
H5 1.6729 1.7122 -0.8465
H6 1.5596 2.5058 0.4377
O4 1.4184 0.2330 3.0487
H7 2.3427 0.4571 2.9401
H8 1.0260 0.4118 2.1942
O5 -0.3815 -0.3551 -3.3888
H9 -0.5343 -0.1214 -2.4732
H10 -0.6687 -1.2658 -3.4552
O6 -3.2324 1.6307 -0.2278
H11 -2.7026 2.2888 -0.6775
H12 -2.5959 1.0838 0.2327

# C20H24F2N2O9

A cluster of 3 separate species, C20H24F2N2O9 in total in a non-equilibrium geometry (ωB97M-V/def2-TZVPD, OMol25).

The LUMO energy comes out at -0.59 eV. Its total energy is -1762.9354 Ha. The gap between HOMO and LUMO is 9.2561 eV. Its SMILES is CCOc1cc2c(c(N(C(=O)F)C(=O)F)c1)C(=O)NC2=O.CCOC(C)=O.CCOC(C)=O.

Cartesian coordinates (Å):
C1 -2.3752 3.0993 -3.1014
C2 -1.4420 1.9742 -2.5925
O1 -0.1369 2.0283 -3.1803
C3 0.6653 2.9810 -2.6425
C4 1.2453 3.9470 -3.4502
C5 2.0846 4.8596 -2.8398
C6 2.3628 4.8454 -1.4786
C7 1.7692 3.8944 -0.6599
N1 2.0570 3.9386 0.7628
C8 1.1463 4.8848 1.3584
O2 0.5420 5.7202 0.7761
F1 0.9775 4.7680 2.6864
C9 1.7852 2.6753 1.4054
O3 2.6053 1.9258 1.8144
F2 0.4735 2.3639 1.5690
C10 0.9483 2.9720 -1.2646
C11 3.3352 5.9563 -1.1292
O4 3.7209 6.2509 -0.0379
N2 3.6997 6.5697 -2.3795
C12 2.8850 6.0128 -3.4263
O5 2.8633 6.4403 -4.5431
H1 -2.0924 3.2895 -4.1487
H2 -2.1643 4.0110 -2.5197
H3 -3.4368 2.8504 -3.0022
H4 -1.8763 1.0147 -2.9116
H5 -1.4504 1.9526 -1.4941
H6 1.0760 3.9910 -4.5259
H7 0.4768 2.1782 -0.6824
H8 3.3186 7.5135 -2.2519
O6 -1.5142 0.0143 1.2763
C13 -0.7465 -0.5714 1.9943
O7 -0.1465 -1.6883 1.5565
C14 0.9324 -2.3373 2.2461
C15 0.4189 -3.3082 3.2851
C16 -0.5142 -0.1274 3.4166
H9 1.6256 -1.6047 2.6634
H10 1.4846 -2.8857 1.4835
H11 -0.1505 -2.7978 4.0655
H12 1.2459 -3.8407 3.7540
H13 -0.2452 -4.0294 2.8288
H14 -1.2675 -0.5783 4.0620
H15 -0.6132 0.9547 3.4573
H16 0.4799 -0.3595 3.7919
O8 0.3833 -5.6838 1.6812
C17 -0.5624 -5.9255 0.9810
O9 -1.7403 -6.2341 1.5506
C18 -2.9714 -6.3335 0.8275
C19 -3.1609 -7.7194 0.2467
C20 -0.4359 -5.9808 -0.5209
H17 -3.0448 -5.5511 0.0709
H18 -3.7583 -6.1350 1.5542
H19 -2.3840 -7.9595 -0.4800
H20 -4.1305 -7.7985 -0.2461
H21 -3.1043 -8.4711 1.0346
H22 -0.1201 -6.9813 -0.8154
H23 0.3240 -5.2644 -0.8254
H24 -1.3470 -5.7109 -1.0503